Density functional theory data (ωB97M-V with the def2-TZVPD basis set) for 18 unconnected molecules or ions with the total composition C92H213N7O22 at a distorted geometry.

Element x y z (Å)
C1 -24.184 -22.260 17.899
C2 -22.970 -21.552 18.428
C3 -22.742 -20.196 17.856
O1 -23.010 -21.448 19.844
H1 -24.258 -22.432 16.730
H2 -25.116 -21.778 18.171
H3 -24.132 -23.284 18.258
H4 -22.039 -22.091 18.149
H5 -23.646 -19.599 18.118
H6 -22.668 -20.288 16.758
H7 -21.870 -19.559 18.192
H8 -23.076 -20.521 20.146
C4 -14.554 -23.959 16.486
C5 -15.275 -23.096 17.501
C6 -16.447 -23.770 18.099
O2 -14.338 -22.717 18.482
H9 -15.309 -23.969 15.599
H10 -14.253 -25.006 16.839
H11 -13.677 -23.533 16.127
H12 -15.663 -22.248 16.914
H13 -16.035 -24.556 18.745
H14 -16.969 -24.304 17.335
H15 -17.148 -23.111 18.553
H16 -14.742 -22.264 19.191
C7 -20.385 -15.999 16.723
C8 -19.068 -15.117 16.559
C9 -19.157 -13.881 17.456
O3 -18.036 -15.974 16.882
H17 -20.448 -16.782 15.968
H18 -21.285 -15.419 16.529
H19 -20.419 -16.287 17.772
H20 -19.006 -14.802 15.491
H21 -19.942 -13.278 17.088
H22 -18.232 -13.336 17.578
H23 -19.353 -14.215 18.509
H24 -17.778 -16.029 17.780
C10 -22.070 -19.647 28.086
C11 -23.214 -19.964 27.130
C12 -24.019 -18.803 26.551
O4 -22.717 -20.738 26.036
H25 -21.886 -20.660 28.524
H26 -22.398 -19.010 28.861
H27 -21.218 -19.228 27.549
H28 -24.024 -20.446 27.720
H29 -23.443 -18.026 26.109
H30 -24.705 -18.382 27.307
H31 -24.693 -19.243 25.831
H32 -23.538 -20.977 25.503
C13 -19.665 -24.750 22.110
C14 -19.662 -26.037 21.344
C15 -19.390 -25.848 19.850
O5 -18.723 -26.935 21.979
H33 -19.999 -24.916 23.154
H34 -20.369 -23.981 21.735
H35 -18.692 -24.219 22.101
H36 -20.671 -26.569 21.341
H37 -18.450 -25.338 19.682
H38 -20.173 -25.201 19.531
H39 -19.394 -26.812 19.391
H40 -18.954 -27.775 21.614
C16 -16.494 -13.130 21.350
C17 -16.479 -13.757 19.965
C18 -15.116 -14.321 19.533
O6 -17.310 -14.950 19.812
H41 -17.318 -12.451 21.513
H42 -15.649 -12.460 21.526
H43 -16.611 -13.921 22.136
H44 -16.830 -13.052 19.132
H45 -15.100 -14.653 18.515
H46 -14.725 -15.004 20.298
H47 -14.303 -13.534 19.456
H48 -17.794 -15.191 20.592
C19 -18.779 -24.627 25.852
C20 -18.782 -23.164 25.425
C21 -19.722 -22.476 26.406
O7 -17.527 -22.561 25.455
H49 -19.814 -24.962 26.035
H50 -18.302 -24.659 26.804
H51 -18.242 -25.290 25.090
H52 -19.151 -23.046 24.379
H53 -19.332 -22.495 27.419
H54 -20.639 -23.013 26.482
H55 -19.884 -21.457 26.085
H56 -16.986 -22.982 24.843
C22 -20.005 -14.001 22.380
C23 -20.035 -15.515 22.618
O8 -18.967 -16.154 21.986
O9 -21.209 -13.364 22.914
H57 -19.937 -13.798 21.321
H58 -19.118 -13.546 22.923
H59 -21.048 -15.773 22.193
H60 -19.967 -15.625 23.701
H61 -19.287 -17.045 21.729
H62 -20.963 -13.222 23.865
C24 -14.965 -20.883 27.295
C25 -13.623 -20.247 26.940
O10 -13.502 -18.876 27.357
O11 -15.964 -20.297 26.418
H63 -15.150 -20.701 28.355
H64 -14.972 -21.974 27.207
H65 -13.416 -20.231 25.831
H66 -12.860 -20.771 27.428
H67 -14.428 -18.551 27.564
H68 -16.493 -21.048 26.106
C26 -18.698 -18.088 28.316
C27 -17.247 -18.561 28.615
O12 -16.243 -17.991 27.741
O13 -19.007 -16.787 28.643
H69 -19.296 -18.704 28.998
H70 -18.931 -18.385 27.317
H71 -17.168 -19.599 28.592
H72 -17.001 -18.266 29.613
H73 -16.430 -18.258 26.810
H74 -18.396 -16.106 28.234
C28 -14.061 -21.846 21.774
C29 -14.394 -21.832 23.213
O14 -15.038 -22.977 23.688
O15 -15.308 -21.917 20.980
H75 -13.344 -22.615 21.557
H76 -13.597 -20.854 21.457
H77 -15.076 -20.974 23.368
H78 -13.488 -21.669 23.781
H79 -14.495 -23.698 23.464
H80 -15.757 -22.729 21.170
C30 -11.797 -15.555 23.883
C31 -12.560 -16.942 23.678
C32 -12.820 -17.175 22.210
C33 -11.520 -17.497 21.489
C34 -11.023 -18.822 22.029
C35 -10.728 -18.692 23.531
N1 -11.973 -18.209 24.179
O16 -11.650 -17.898 25.535
C36 -10.465 -20.107 24.064
C37 -9.546 -17.806 23.759
C38 -13.869 -16.745 24.313
H81 -11.232 -15.361 22.970
H82 -11.194 -15.731 24.770
H83 -12.555 -14.763 23.972
H84 -13.486 -18.041 22.158
H85 -13.344 -16.244 21.826
H86 -10.757 -16.778 21.611
H87 -11.765 -17.557 20.409
H88 -10.143 -19.221 21.573
H89 -11.855 -19.597 21.851
H90 -9.497 -20.437 23.802
H91 -10.505 -20.084 25.179
H92 -11.275 -20.794 23.705
H93 -9.375 -17.808 24.838
H94 -8.740 -18.170 23.213
H95 -9.653 -16.762 23.520
H96 -14.452 -15.910 23.940
H97 -13.831 -16.584 25.375
H98 -14.560 -17.657 24.103
H99 -12.361 -18.231 26.073
C39 -15.862 -13.068 28.387
C40 -17.004 -14.052 28.591
C41 -18.291 -13.227 28.683
C42 -18.703 -12.663 27.305
C43 -18.871 -13.804 26.267
C44 -17.567 -14.488 26.039
N2 -17.109 -14.946 27.391
O17 -15.820 -15.493 27.211
C45 -17.750 -15.756 25.240
C46 -16.449 -13.594 25.336
C47 -16.763 -14.754 29.887
H100 -16.149 -12.232 27.742
H101 -14.998 -13.509 27.860
H102 -15.495 -12.760 29.405
H103 -19.110 -13.818 29.171
H104 -18.124 -12.482 29.391
H105 -18.050 -11.927 26.826
H106 -19.665 -12.144 27.382
H107 -19.130 -13.328 25.295
H108 -19.566 -14.587 26.552
H109 -17.948 -15.686 24.189
H110 -16.935 -16.437 25.323
H111 -18.552 -16.259 25.762
H112 -16.084 -12.835 26.022
H113 -15.591 -14.200 25.007
H114 -16.812 -13.095 24.460
H115 -16.899 -13.951 30.641
H116 -15.705 -15.031 29.921
H117 -17.586 -15.553 30.034
H118 -15.940 -16.371 27.582
C48 -18.500 -18.760 19.516
C49 -18.647 -19.509 20.836
C50 -17.407 -19.196 21.794
C51 -17.731 -19.846 23.177
C52 -19.070 -19.287 23.624
C53 -20.302 -19.622 22.771
N3 -19.897 -18.997 21.473
O18 -20.944 -19.225 20.540
C54 -20.757 -21.117 22.837
C55 -21.478 -18.803 23.381
C56 -18.575 -21.057 20.617
H119 -18.547 -17.679 19.634
H120 -19.320 -19.060 18.897
H121 -17.610 -18.973 19.004
H122 -16.493 -19.546 21.398
H123 -17.424 -18.176 22.060
H124 -16.898 -19.558 23.809
H125 -17.764 -20.961 23.162
H126 -18.978 -18.175 23.753
H127 -19.256 -19.772 24.606
H128 -19.935 -21.874 22.706
H129 -21.301 -21.298 23.766
H130 -21.441 -21.363 22.026
H131 -21.166 -17.816 23.779
H132 -22.281 -18.644 22.670
H133 -21.870 -19.282 24.238
H134 -19.474 -21.370 20.077
H135 -18.452 -21.656 21.529
H136 -17.728 -21.334 20.012
H137 -21.018 -20.260 20.446
C57 -19.266 -20.175 15.524
C58 -18.337 -19.866 14.324
C59 -19.225 -20.193 13.089
C60 -18.630 -19.837 11.699
C61 -18.341 -18.318 11.819
C62 -17.514 -17.867 13.010
N4 -18.046 -18.415 14.270
O19 -17.151 -18.119 15.323
C63 -15.938 -18.027 12.709
C64 -17.769 -16.291 13.128
C65 -17.140 -20.796 14.346
H138 -19.617 -21.207 15.554
H139 -20.080 -19.483 15.357
H140 -18.755 -19.862 16.494
H141 -19.496 -21.233 13.040
H142 -20.151 -19.644 13.119
H143 -19.461 -19.995 10.942
H144 -17.691 -20.374 11.433
H145 -19.376 -17.901 11.942
H146 -17.909 -17.908 10.878
H147 -15.654 -17.370 11.864
H148 -15.339 -17.795 13.566
H149 -15.595 -19.053 12.452
H150 -17.611 -15.841 12.133
H151 -18.756 -16.109 13.584
H152 -17.002 -15.793 13.743
H153 -16.491 -20.396 13.562
H154 -17.520 -21.778 14.070
H155 -16.657 -20.768 15.314
H156 -17.481 -17.284 15.747
C66 -26.381 -21.008 22.832
C67 -26.063 -22.507 22.964
C68 -25.710 -23.050 21.630
C69 -25.063 -24.436 21.636
C70 -23.832 -24.257 22.470
C71 -24.180 -23.976 23.909
N5 -24.863 -22.652 23.868
O20 -25.269 -22.369 25.263
C72 -24.790 -25.190 24.575
C73 -22.859 -23.678 24.629
C74 -27.319 -23.378 23.472
H157 -27.072 -20.936 22.006
H158 -25.471 -20.459 22.450
H159 -26.769 -20.525 23.752
H160 -26.613 -23.032 21.079
H161 -25.080 -22.344 21.103
H162 -24.744 -24.714 20.542
H163 -25.718 -25.190 22.005
H164 -23.354 -23.393 22.068
H165 -23.115 -25.102 22.365
H166 -25.143 -24.989 25.571
H167 -25.617 -25.678 24.036
H168 -23.999 -25.931 24.722
H169 -22.439 -22.791 24.196
H170 -23.130 -23.422 25.665
H171 -22.161 -24.573 24.722
H172 -28.105 -23.203 22.742
H173 -27.799 -23.023 24.377
H174 -27.091 -24.424 23.582
H175 -25.901 -23.037 25.480
C75 -22.579 -15.444 19.973
C76 -24.075 -15.445 19.698
C77 -24.561 -16.820 19.293
C78 -24.528 -17.831 20.449
C79 -25.429 -17.339 21.517
C80 -25.058 -15.986 22.007
N6 -24.939 -15.118 20.804
O21 -24.569 -13.742 21.231
C81 -26.184 -15.378 22.833
C82 -23.791 -16.069 22.825
C83 -24.411 -14.476 18.590
H176 -22.239 -16.389 20.341
H177 -22.375 -14.603 20.642
H178 -22.103 -15.251 18.943
H179 -25.585 -16.732 18.920
H180 -23.965 -17.111 18.429
H181 -23.474 -17.841 20.871
H182 -24.719 -18.902 20.145
H183 -25.621 -17.983 22.395
H184 -26.406 -17.208 20.981
H185 -26.354 -15.861 23.765
H186 -26.082 -14.297 22.852
H187 -27.090 -15.541 22.186
H188 -22.906 -16.400 22.167
H189 -23.592 -15.091 23.289
H190 -23.840 -16.870 23.575
H191 -25.448 -14.712 18.211
H192 -23.722 -14.531 17.756
H193 -24.425 -13.432 18.920
H194 -23.750 -13.876 21.733
C84 -11.869 -20.682 17.033
C85 -11.882 -19.231 17.529
C86 -12.057 -18.286 16.327
C87 -13.498 -18.070 15.788
C88 -14.330 -17.583 16.991
C89 -14.311 -18.635 18.094
N7 -12.907 -18.957 18.510
O22 -12.910 -19.884 19.583
C90 -14.819 -17.841 19.393
C91 -15.258 -19.775 17.619
C92 -10.514 -18.905 18.134
H195 -12.747 -21.067 16.611
H196 -11.668 -21.418 17.809
H197 -11.151 -20.763 16.198
H198 -11.764 -17.341 16.651
H199 -11.358 -18.509 15.513
H200 -14.050 -18.936 15.458
H201 -13.625 -17.408 14.883
H202 -15.375 -17.328 16.813
H203 -13.867 -16.647 17.328
H204 -15.869 -17.561 19.577
H205 -14.539 -18.433 20.261
H206 -14.148 -16.952 19.533
H207 -15.473 -20.516 18.421
H208 -16.116 -19.187 17.282
H209 -14.947 -20.214 16.634
H210 -9.710 -19.090 17.349
H211 -10.396 -19.594 18.944
H212 -10.548 -17.827 18.584
H213 -12.972 -20.790 19.236

The HOMO energy comes out at -8.25 eV. As for the largest force on an atom: 3.714 eV/Å. For the lowest unoccupied orbital energy, the calculation gives 0.25 eV. For the energy above the lowest of the compared OMol25 structures with the same formula, charge and spin, the calculation gives 0.0 kcal/mol. As for the energy: -154321.469 eV. As for the charge: 0.